# C3H3O4

A 2-piece molecular cluster, C3H3O4 overall at a distorted geometry (ωB97M-V/def2-TZVPD, OMol25).

The largest force on an atom is 5.4 eV Å⁻¹. Its total energy is -11344.80288 eV. For the highest occupied orbital energy (alpha / beta), the calculation gives -1.7 / -3.3 eV. The value obtained for the orbital gap (alpha / beta) is 0.211 / 0.249 Eh.

Geometry as ORCA input:
```
! RIJCOSX wB97M-V def2-TZVPD def2/J DEFGRID3
* xyz -1 3
C 1.64647 -0.85783 -0.47081
C -0.70322 0.11765 -0.73778
C -1.14817 -0.34058 0.56135
O -1.08633 -1.47631 0.93213
O -1.78963 0.59475 1.35538
O 2.75256 -0.35491 -0.73921
O -0.16041 1.44215 -0.47262
H 1.73075 -2.01634 -0.04466
H 0.29624 1.49390 -1.23648
H -1.53825 1.39753 0.85271
*
```

Results of the Löwdin charge analysis, in e, for atoms 1 through 8:
1 C -0.079
2 C -0.130
3 C -0.692
4 O 0.007
5 O 0.011
6 O -0.117
7 O -0.135
8 H 0.088

***

# C3H3O4Pt

C3H3O4Pt as an isolated structure at a distorted geometry (ωB97M-V/def2-TZVPD, OMol25).

As for the energy above the lowest of the compared OMol25 structures with the same formula, charge and spin: 0.000 eV. The largest force on an atom is 9.9 eV Å⁻¹. Its total energy is -14590.12511 eV. For the highest occupied orbital energy (alpha / beta), the calculation gives -6.3 / -9.1 eV. The value obtained for the orbital gap (alpha / beta) is 0.223 / 0.291 Eh.

Geometry as ORCA input:
```
! RIJCOSX wB97M-V def2-TZVPD def2/J DEFGRID3
* xyz 0 4
O -0.58387 -1.76665 -0.56962
C -0.03021 -0.93434 -1.27671
C -0.05860 0.51851 -0.91664
O -0.73809 0.74206 0.25428
Pt -1.60459 -0.75213 0.83341
H 0.53729 -1.24971 -2.17150
H -0.47525 1.04722 -1.80248
H 1.00426 0.84546 -0.87676
O 0.22811 -0.56723 2.21007
C 0.56902 0.55927 2.08351
O 1.15192 1.55753 2.23244
*
```

Results of the Löwdin charge analysis, in e, for atoms 1 through 8:
1 O -0.182
2 C -0.190
3 C -0.319
4 O -0.525
5 Pt 0.992
6 H 0.144
7 H 0.141
8 H 0.143

***

# C3H3O4S

A 3-piece molecular cluster, C3H3O4S overall at a distorted geometry (ωB97M-V/def2-TZVPD, OMol25).

As for the energy above the lowest of the compared OMol25 structures with the same formula, charge and spin: 3.340 eV. The largest force on an atom is 4.2 eV Å⁻¹. Its total energy is -22182.79401 eV. For the highest occupied orbital energy (alpha / beta), the calculation gives -4.6 / -3.0 eV. The value obtained for the orbital gap (alpha / beta) is 0.309 / 0.216 Eh.

Geometry as ORCA input:
```
! RIJCOSX wB97M-V def2-TZVPD def2/J DEFGRID3
* xyz -1 1
C -2.12301 -0.41334 -0.20642
C -1.83437 0.78145 0.30737
C 2.25888 -1.21227 -0.14920
O 2.33060 -1.21229 1.03006
O 2.44922 -1.71498 -1.15291
O 1.43242 0.44446 -0.64964
O 1.69791 2.76540 0.13516
S 1.20616 1.43938 0.46869
H -3.15598 -1.00603 0.01813
H -1.56569 -1.14031 -0.73991
H -2.69615 1.26852 0.93867
*
```

Results of the Löwdin charge analysis, in e, for atoms 1 through 8:
1 C -0.246
2 C -0.154
3 C -0.643
4 O 0.072
5 O 0.157
6 O -0.512
7 O -0.535
8 S 0.813

***

# C3H3O4Tb

C3H3O4Tb as an isolated structure at a distorted geometry (ωB97M-V/def2-TZVPD, OMol25).

As for the energy above the lowest of the compared OMol25 structures with the same formula, charge and spin: 2.057 eV. The largest force on an atom is 5.9 eV Å⁻¹. Its total energy is -33745.06221 eV. For the highest occupied orbital energy (alpha / beta), the calculation gives -23.2 / -22.8 eV. The value obtained for the orbital gap (alpha / beta) is 0.340 / 0.260 Eh.

Geometry as ORCA input:
```
! RIJCOSX wB97M-V def2-TZVPD def2/J DEFGRID3
* xyz 3 8
C -1.47699 0.33300 -1.74405
C -0.19240 0.25141 -1.14823
H 0.75086 -0.10876 -1.56877
Tb -3.78341 0.81146 -0.90025
O -1.06131 0.98074 -2.77070
O -0.14888 0.25724 0.41720
C 0.72421 -0.17296 1.22947
O 1.70347 -0.95419 0.94667
O 0.52236 0.11006 2.46408
H 1.79913 -1.19840 0.01179
H 1.16296 -0.30961 3.06280
*
```

Results of the Löwdin charge analysis, in e, for atoms 1 through 8:
1 C -0.309
2 C 0.160
3 H 0.176
4 Tb 2.057
5 O 0.201
6 O 0.131
7 C -0.463
8 O 0.323

***

# C3H3O9Rb

C3H3O9Rb as an isolated structure at a distorted geometry (ωB97M-V/def2-TZVPD, OMol25).

As for the energy above the lowest of the compared OMol25 structures with the same formula, charge and spin: 0.000 eV. The largest force on an atom is 1.4 eV Å⁻¹. Its total energy is -22247.29915 eV. For the highest occupied orbital energy, the calculation gives -2.4 eV. The value obtained for the orbital gap is 0.244 Eh.

Geometry as ORCA input:
```
! RIJCOSX wB97M-V def2-TZVPD def2/J DEFGRID3
* xyz -2 1
Rb 1.53955 -0.67059 -0.31045
O -0.72746 1.09916 3.59458
C 0.38692 0.48850 3.00168
O 0.83081 1.04704 1.99582
O 0.80948 -0.53131 3.59913
H -0.79430 0.65089 4.44434
O 1.68734 1.65643 -4.34200
C 0.67759 1.83389 -3.38614
O 0.05860 2.91305 -3.44564
O 0.52664 0.88283 -2.59910
H 1.71349 2.51345 -4.77864
O -1.31120 -1.33830 0.59597
C -1.08628 -2.69745 0.37962
O -2.10764 -3.41727 0.49517
O 0.06858 -3.06564 0.09829
H -2.27213 -1.36467 0.65737
*
```

Results of the Löwdin charge analysis, in e, for atoms 1 through 8:
1 Rb 1.020
2 O 0.001
3 C -0.860
4 O -0.123
5 O -0.082
6 H 0.067
7 O -0.008
8 C -0.848

***

# C3H3OP

One molecule with the formula C3H3OP at a distorted geometry (ωB97M-V/def2-TZVPD, OMol25).

As for the energy above the lowest of the compared OMol25 structures with the same formula, charge and spin: 3.632 eV. The largest force on an atom is 5.4 eV Å⁻¹. Its total energy is -14491.38958 eV. For the highest occupied orbital energy, the calculation gives -9.3 eV. The value obtained for the orbital gap is 0.355 Eh.

Geometry as ORCA input:
```
! RIJCOSX wB97M-V def2-TZVPD def2/J DEFGRID3
* xyz 0 1
C 1.03080 0.07751 -0.05565
C 0.32788 1.17694 -0.02059
C -0.73299 -1.41481 -0.04580
O -1.06864 1.15302 -0.01011
P -1.93359 -0.26997 -0.03564
H 1.93045 -0.40008 0.12794
H 0.84234 2.09139 -0.11907
H -0.39625 -2.41399 0.15892
*
```

Charge distribution, Löwdin scheme, values in e:
1 C 0.100
2 C -0.297
3 C -0.265
4 O -0.450
5 P 0.832
6 H 0.023
7 H 0.098
8 H -0.040

***

# C3H3OS

An isolated ion of composition C3H3OS and charge +1 at a distorted geometry (ωB97M-V/def2-TZVPD, OMol25).

As for the energy above the lowest of the compared OMol25 structures with the same formula, charge and spin: 7.499 eV. The largest force on an atom is 6.6 eV Å⁻¹. Its total energy is -16025.95524 eV. For the highest occupied orbital energy (alpha / beta), the calculation gives -14.3 / -14.4 eV. The value obtained for the orbital gap (alpha / beta) is 0.302 / 0.307 Eh.

Geometry as ORCA input:
```
! RIJCOSX wB97M-V def2-TZVPD def2/J DEFGRID3
* xyz 1 1
C 1.19849 0.61490 0.76420
C -1.33043 -0.13434 0.67124
C 0.39784 -0.06003 -1.30695
O 1.05324 0.12266 -0.30760
S -1.54180 -0.42273 -0.84712
H 1.41013 0.12882 1.80633
H -1.87367 -0.12490 1.56226
H 0.68620 -0.12436 -2.34237
*
```

Charge distribution, Löwdin scheme, values in e:
1 C 0.200
2 C -0.295
3 C -0.160
4 O -0.110
5 S 1.067
6 H 0.162
7 H 0.007
8 H 0.129

***

# C3H3OSm

C3H3OSm as an isolated structure at a distorted geometry (ωB97M-V/def2-TZVPD, OMol25).

As for the energy above the lowest of the compared OMol25 structures with the same formula, charge and spin: 0.437 eV. The largest force on an atom is 4.5 eV Å⁻¹. Its total energy is -23070.31730 eV. For the highest occupied orbital energy (alpha / beta), the calculation gives -23.9 / -24.8 eV. The value obtained for the orbital gap (alpha / beta) is 0.246 / 0.283 Eh.

Geometry as ORCA input:
```
! RIJCOSX wB97M-V def2-TZVPD def2/J DEFGRID3
* xyz 3 7
C -0.76416 0.10200 0.38334
C 0.49816 -0.20785 0.79014
H 0.76730 -1.27324 0.90267
H 1.15628 0.53092 1.26354
Sm -2.65366 1.44007 1.56617
C 1.35376 -0.52711 -1.67073
O 0.40075 -0.25265 -2.28392
H -0.75844 0.18786 -0.95121
*
```

Charge distribution, Löwdin scheme, values in e:
1 C 0.065
2 C 0.172
3 H 0.180
4 H 0.173
5 Sm 1.924
6 C 0.196
7 O 0.065
8 H 0.226

***

Repeat the first record exactly.
# C3H3O4

A 2-piece molecular cluster, C3H3O4 overall at a distorted geometry (ωB97M-V/def2-TZVPD, OMol25).

The largest force on an atom is 5.4 eV Å⁻¹. Its total energy is -11344.80288 eV. For the highest occupied orbital energy (alpha / beta), the calculation gives -1.7 / -3.3 eV. The value obtained for the orbital gap (alpha / beta) is 0.211 / 0.249 Eh.

Geometry as ORCA input:
```
! RIJCOSX wB97M-V def2-TZVPD def2/J DEFGRID3
* xyz -1 3
C 1.64647 -0.85783 -0.47081
C -0.70322 0.11765 -0.73778
C -1.14817 -0.34058 0.56135
O -1.08633 -1.47631 0.93213
O -1.78963 0.59475 1.35538
O 2.75256 -0.35491 -0.73921
O -0.16041 1.44215 -0.47262
H 1.73075 -2.01634 -0.04466
H 0.29624 1.49390 -1.23648
H -1.53825 1.39753 0.85271
*
```

Results of the Löwdin charge analysis, in e, for atoms 1 through 8:
1 C -0.079
2 C -0.130
3 C -0.692
4 O 0.007
5 O 0.011
6 O -0.117
7 O -0.135
8 H 0.088

***

Please write out number 7 again, unchanged.
# C3H3OS

An isolated ion of composition C3H3OS and charge +1 at a distorted geometry (ωB97M-V/def2-TZVPD, OMol25).

As for the energy above the lowest of the compared OMol25 structures with the same formula, charge and spin: 7.499 eV. The largest force on an atom is 6.6 eV Å⁻¹. Its total energy is -16025.95524 eV. For the highest occupied orbital energy (alpha / beta), the calculation gives -14.3 / -14.4 eV. The value obtained for the orbital gap (alpha / beta) is 0.302 / 0.307 Eh.

Geometry as ORCA input:
```
! RIJCOSX wB97M-V def2-TZVPD def2/J DEFGRID3
* xyz 1 1
C 1.19849 0.61490 0.76420
C -1.33043 -0.13434 0.67124
C 0.39784 -0.06003 -1.30695
O 1.05324 0.12266 -0.30760
S -1.54180 -0.42273 -0.84712
H 1.41013 0.12882 1.80633
H -1.87367 -0.12490 1.56226
H 0.68620 -0.12436 -2.34237
*
```

Charge distribution, Löwdin scheme, values in e:
1 C 0.200
2 C -0.295
3 C -0.160
4 O -0.110
5 S 1.067
6 H 0.162
7 H 0.007
8 H 0.129